Density functional theory data (ωB97M-V with the def2-TZVPD basis set) for a molecular structure, C6H17NOSi.

Calculated total energy, eV: -17910.2558
Gap between HOMO and LUMO, eV: 9.77
Molar mass, g/mol: 147.3

Structure (XYZ):
```
26
Properties=species:S:1:pos:R:3:forces:R:3:lowdin_charge:R:1
C 2.637 -0.554 0.253 1.0 -2.5 2.9 -0.08
C 0.641 -1.461 1.495 -2.9 -1.0 -0.3 0.00
C 0.992 -1.944 -1.024 -3.9 3.1 1.8 -0.05
C -0.746 0.540 -2.601 -1.4 -1.7 0.0 -0.17
C -1.697 1.423 2.471 2.1 0.4 0.3 -0.17
C 1.354 -1.340 0.374 0.2 -0.6 -0.8 -0.39
N -0.901 0.393 -1.158 1.5 3.0 -1.8 -0.21
O -1.575 0.795 1.230 -0.5 -1.6 3.1 -0.32
Si -1.424 1.582 -0.088 0.7 3.3 -2.7 0.39
H 3.519 -1.220 0.114 -0.6 0.4 -0.5 0.10
H 2.636 0.237 -0.395 -0.3 1.6 -2.4 0.04
H 2.870 -0.058 1.184 -0.1 0.0 0.7 0.07
H 0.867 -1.244 2.573 0.1 0.4 -1.5 0.07
H -0.478 -1.826 1.313 2.6 0.2 0.7 0.10
H -0.324 2.870 0.519 -1.8 -1.6 -1.5 0.03
H 0.436 -1.095 -1.545 1.5 -1.4 0.5 0.04
H 1.848 -2.113 -1.509 3.4 -0.7 -2.0 0.02
H 0.331 -2.782 -1.199 -0.1 -0.5 1.0 0.08
H -1.782 0.410 -3.061 1.5 0.6 -0.2 0.10
H -0.185 1.399 -2.856 -0.3 1.7 -0.1 0.06
H -0.034 -0.168 -3.065 -0.7 -0.5 0.4 0.07
H -0.759 1.725 2.995 0.0 -0.2 -1.0 0.10
H -2.098 0.747 3.121 -1.4 -1.9 1.7 0.05
H -2.299 2.276 2.474 -1.2 1.5 -0.3 0.06
H -1.041 -0.480 -0.808 -0.3 -2.9 0.9 0.01
H -2.786 1.886 -0.804 0.9 0.8 0.9 0.00
```
Forces are in eV/Å.